(1)
DFT (ωB97M-V with the def2-TZVPD basis set) results for a 2-piece molecular cluster, C5H12N2O overall at a distorted geometry.

For the relative energy (zero: lowest compared OMol25 entry of this formula, charge and spin), the calculation gives 59.2 kcal/mol. The orbital gap comes out at 10.29 eV. The spin multiplicity is 1. For the highest occupied orbital energy, the calculation gives -0.342 Ha. The value obtained for the lowest unoccupied orbital energy is 0.99 eV. The calculated total energy comes out at -382.40813 Ha. As for the SMILES: C=CCN.NCC=O.

The geometry in XYZ format:
```
20
Properties=species:S:1:pos:R:3:forces:R:3:mulliken_charge:R:1
C 0.9056 1.9662 2.1335 -0.6 -0.2 0.1 -0.796
C -0.2714 1.9407 1.5168 0.5 0.1 0.1 -0.006
C -0.4521 1.7025 0.0619 -0.4 0.1 -0.7 -0.407
N -1.6238 0.8476 -0.2150 0.4 0.1 0.1 -0.623
H 0.9511 2.1950 3.1899 0.2 0.0 0.0 0.260
H 1.8180 1.7056 1.6174 0.1 0.1 0.0 0.259
H -1.1792 2.1694 2.0629 0.0 0.0 0.1 0.243
H -0.5548 2.6736 -0.4438 0.0 0.1 0.1 0.352
H 0.4183 1.2384 -0.3948 0.2 -0.1 0.2 0.306
H -1.6010 0.5869 -1.1955 -0.1 0.0 0.0 0.151
H -2.4557 1.4011 -0.0752 -0.3 0.0 0.0 0.263
N 0.9724 -2.9338 -0.1070 -0.4 0.0 -1.0 -0.617
C 0.6347 -1.6745 -0.7473 0.5 -0.1 0.0 -0.157
C -0.1441 -1.8135 -2.0260 -0.2 0.1 0.2 -0.109
O -0.4098 -0.8446 -2.6870 -0.1 0.2 -0.3 -0.500
H 1.6913 -2.8191 0.5740 0.2 0.0 0.5 0.241
H 0.1542 -3.3838 0.2669 0.0 -0.1 0.4 0.224
H 1.5654 -1.1923 -1.0644 0.0 0.1 0.1 0.258
H 0.0868 -0.9587 -0.1280 -0.1 0.0 0.1 0.282
H -0.5060 -2.8068 -2.3393 0.2 -0.2 0.1 0.377
```
Forces are in eV/Å.



(2)
DFT (ωB97M-V with the def2-TZVPD basis set) results for one molecule with the formula C21H20N2O5S at a distorted geometry.

For the relative energy (zero: lowest compared OMol25 entry of this formula, charge and spin), the calculation gives 437.3 kcal/mol. The orbital gap comes out at 7.19 eV. The spin multiplicity is 1. For the highest occupied orbital energy, the calculation gives -0.312 Ha. The value obtained for the lowest unoccupied orbital energy is -1.31 eV. The calculated total energy comes out at -1695.46817 Ha. As for the SMILES: CCc1ccc(/N=C2/NC(=O)/C(=C/c3ccc(OCC(=O)O)c(OC)c3)S2)cc1.

The geometry in XYZ format:
```
49
Properties=species:S:1:pos:R:3:forces:R:3:mulliken_charge:R:1
C -7.7215 -3.7408 -0.8528 0.8 2.4 -6.5 -1.156
C -6.6263 -3.8984 -0.0481 -4.6 8.5 11.4 -0.932
C -6.0535 -2.4572 0.1979 -2.0 1.6 1.7 0.613
C -5.0171 -2.2006 -0.5209 6.8 2.3 -6.3 -0.451
C -4.3631 -0.8026 -0.8039 -1.2 -0.5 3.2 -0.432
C -4.8837 0.1965 0.0701 4.0 -0.4 -1.9 0.369
N -4.3147 1.5486 0.2283 -4.8 -3.8 -1.0 -0.622
C -3.1514 1.8053 -0.0523 1.3 -0.3 1.9 0.542
N -2.8455 3.1059 0.1872 3.5 1.7 -1.6 -0.152
C -1.4071 3.3031 0.0681 -6.0 12.3 0.7 -0.073
O -1.0612 4.5456 0.1001 -0.4 -3.8 0.0 -0.667
C -0.5195 2.3466 -0.0979 -7.2 -8.7 0.1 0.122
C 0.6919 2.3771 0.0375 7.3 -3.9 -1.4 -0.507
C 1.6834 1.3020 -0.2238 1.4 2.6 2.7 0.977
C 1.3383 0.0338 -0.0037 1.4 -2.2 -1.5 -0.612
C 2.4851 -0.8556 -0.1446 -2.4 -5.2 2.0 -0.596
C 3.7582 -0.5146 -0.0515 4.4 2.0 -3.9 0.181
O 4.7649 -1.5430 -0.2737 -4.7 -0.3 -1.1 -0.433
C 6.0486 -1.5290 0.1093 3.6 9.0 -0.1 0.075
C 6.7366 -2.7773 0.1517 4.6 -1.9 8.1 0.409
O 7.8352 -2.8962 0.9666 -5.2 0.6 -5.8 -0.590
O 5.8934 -3.7607 0.0530 -2.7 -0.6 -1.5 -0.496
C 4.1167 0.9829 -0.4645 4.7 -7.9 3.4 0.614
O 5.4706 1.3423 -0.3207 -4.9 -12.5 -0.6 -0.173
C 5.6782 2.5148 -0.1531 6.8 10.9 -6.2 -0.973
C 3.1542 1.7369 -0.1771 -9.3 -10.3 -1.5 -0.938
S -1.6942 0.6785 -0.0038 0.6 2.8 -0.9 -0.247
C -5.8843 -0.1574 0.9762 5.9 3.8 -4.1 -0.793
C -6.5469 -1.1699 0.9976 -4.4 -14.6 -2.0 -0.556
H -7.2215 -3.5252 -1.9281 -1.4 -0.1 1.8 0.260
H -8.0873 -4.6285 -0.9951 -3.0 -5.0 -1.0 0.451
H -8.4715 -3.0282 -0.7219 -0.8 1.3 0.8 0.398
H -6.9362 -4.1083 1.1231 0.5 -0.5 -2.6 0.261
H -5.8843 -4.3904 -0.2530 7.4 -5.8 -2.7 0.607
H -4.4609 -2.9440 -1.3087 -1.7 1.1 2.3 0.066
H -3.3672 -0.6702 -1.3640 -2.2 -0.4 0.5 0.481
H -3.5918 3.9141 0.0388 2.5 -2.4 0.5 0.364
H 0.9874 3.3098 -0.0444 2.2 4.8 0.3 0.576
H 0.3023 -0.3469 0.0982 1.3 0.2 0.0 0.157
H 2.3675 -2.1062 -0.0558 -0.1 3.7 -0.3 0.109
H 6.0911 -0.9283 1.0864 0.5 -1.5 -0.8 0.319
H 6.7027 -0.6470 -0.5705 -1.5 -2.8 1.5 0.151
H 4.9253 -3.3443 -0.1546 3.0 -1.1 0.3 0.462
H 6.8790 2.5509 -0.2396 -2.3 0.8 0.4 0.194
H 5.4287 3.1393 0.6090 -1.6 1.1 2.9 0.389
H 5.3081 3.0528 -1.2538 0.9 -0.1 2.8 0.342
H 3.2880 2.5876 -0.1625 2.0 15.3 0.5 0.868
H -6.2794 0.4823 1.5204 -2.8 6.9 5.0 0.622
H -7.4300 -1.4842 1.5264 -0.2 1.0 0.8 0.420
```
Forces are in eV/Å.



(3)
DFT (ωB97M-V with the def2-TZVPD basis set) results for one molecule with the formula C17H25N3O.

For the relative energy (zero: lowest compared OMol25 entry of this formula, charge and spin), the calculation gives 0.8 kcal/mol. The orbital gap comes out at 9.25 eV. The spin multiplicity is 1. For the highest occupied orbital energy, the calculation gives -0.309 Ha. The value obtained for the lowest unoccupied orbital energy is 0.85 eV. The calculated total energy comes out at -902.35595 Ha. As for the SMILES: CCCCn1c(CCNC(=O)CCC)nc2ccccc21.

The geometry in XYZ format:
```
46
Properties=species:S:1:pos:R:3:forces:R:3:mulliken_charge:R:1
C -0.5621 -4.7368 0.3183 0.2 0.0 -0.1 -1.219
C 0.5573 -3.8149 -0.1526 -0.1 0.1 0.2 -0.770
C 0.2100 -2.3320 -0.0347 0.0 -0.2 -0.3 0.647
C -0.8940 -1.9022 -1.0077 0.3 -0.4 0.3 -1.518
N -1.1831 -0.4982 -0.8764 -0.1 0.4 -0.1 0.544
C -0.5663 0.5541 -1.4966 -0.1 0.0 -0.1 0.672
C 0.5054 0.3810 -2.5169 0.1 0.1 0.0 -0.607
C 1.5049 1.5456 -2.4382 0.0 -0.3 0.0 -1.081
N 1.8880 1.8256 -1.0689 0.1 0.2 -0.2 -0.153
C 2.4657 0.8740 -0.2958 -0.1 0.7 0.3 0.408
O 2.8876 -0.1732 -0.7451 0.1 -0.4 -0.2 -0.679
C 2.5570 1.2572 1.1722 0.2 -0.5 0.0 -0.677
C 3.3013 0.2030 1.9865 -0.1 0.2 0.0 -0.030
C 3.3961 0.5874 3.4565 0.0 -0.1 -0.2 -1.343
N -0.9907 1.7159 -1.0798 0.2 0.4 -0.3 -0.739
C -1.9406 1.4506 -0.1275 -0.1 -0.7 0.1 0.136
C -2.7139 2.3122 0.6412 0.0 -0.1 0.0 -0.712
C -3.5952 1.7498 1.5405 -0.1 0.2 0.1 -0.504
C -3.7138 0.3662 1.6824 -0.1 -0.1 0.1 -0.705
C -2.9551 -0.5067 0.9286 0.0 -0.2 0.0 -0.994
C -2.0679 0.0502 0.0216 -0.2 0.6 0.1 1.108
H -0.2260 -5.7709 0.3070 -0.1 -0.1 0.0 0.391
H -1.4348 -4.6618 -0.3260 -0.1 0.0 0.0 0.303
H -0.8592 -4.4863 1.3346 -0.1 0.0 0.1 0.308
H 0.8091 -4.0449 -1.1901 0.1 0.0 0.0 0.340
H 1.4476 -4.0039 0.4500 0.1 0.0 -0.1 0.380
H -0.1146 -2.1109 0.9854 0.0 0.1 0.0 0.342
H 1.1076 -1.7426 -0.2348 0.0 0.1 0.0 -0.178
H -1.8170 -2.4498 -0.8016 0.0 0.0 -0.1 0.503
H -0.5937 -2.1131 -2.0374 -0.1 0.0 0.1 0.229
H 0.0716 0.3401 -3.5193 0.0 -0.1 0.0 0.401
H 1.0430 -0.5485 -2.3304 0.0 0.0 -0.1 0.260
H 2.4028 1.2819 -3.0029 -0.1 0.1 0.0 0.363
H 1.0632 2.4522 -2.8488 0.1 0.0 0.0 0.430
H 1.3499 2.5448 -0.6109 0.0 -0.1 0.1 0.360
H 3.0614 2.2230 1.2514 -0.1 0.1 0.0 0.362
H 1.5397 1.3793 1.5562 0.0 0.1 0.0 0.343
H 4.3014 0.0761 1.5689 0.0 -0.1 0.0 0.331
H 2.7841 -0.7528 1.8852 0.1 0.0 -0.1 0.100
H 2.4036 0.7014 3.8879 -0.1 0.0 0.1 0.322
H 3.9297 1.5285 3.5729 0.0 0.1 0.1 0.334
H 3.9273 -0.1784 4.0163 0.0 0.0 0.1 0.383
H -2.6220 3.3808 0.5278 0.0 0.1 0.0 0.455
H -4.2120 2.3912 2.1528 0.0 0.1 0.0 0.375
H -4.4167 -0.0295 2.4007 0.0 0.0 0.0 0.394
H -3.0524 -1.5759 1.0468 0.0 -0.1 0.0 0.383
```
Forces are in eV/Å.



(4)
DFT (ωB97M-V with the def2-TZVPD basis set) results for a 2-piece molecular cluster, C5H11NSi overall at a distorted geometry.

For the relative energy (zero: lowest compared OMol25 entry of this formula, charge and spin), the calculation gives 111.2 kcal/mol. The orbital gap (alpha / beta) comes out at 9.93 / 4.37 eV. The spin multiplicity is 1. For the highest occupied orbital energy (alpha / beta), the calculation gives -0.343 / -0.214 Ha. The value obtained for the lowest unoccupied orbital energy (alpha / beta) is 0.59 / -1.46 eV. The calculated total energy comes out at -541.20408 Ha.

The geometry in XYZ format:
```
18
Properties=species:S:1:pos:R:3:forces:R:3:mulliken_charge:R:1
C 0.0890 0.5804 1.4390 -1.9 -0.8 -1.7 0.418
C 1.6014 0.5606 3.4677 2.2 -1.2 -0.2 -0.817
C 0.8205 -1.2438 -2.4167 -0.8 0.4 -1.6 -0.897
C -2.1496 0.4371 -2.1896 1.4 0.4 -0.7 -1.004
C 0.5066 1.1689 2.6114 1.0 -0.4 2.2 -0.506
N -0.4784 0.0920 0.5231 1.6 1.1 1.7 -0.287
Si -1.0513 -1.0861 -2.0436 -0.2 -0.7 -0.4 0.277
H 2.6462 0.7342 2.9826 -1.7 -0.4 0.5 0.245
H 1.7828 0.9277 4.5133 -0.9 0.1 -1.1 0.305
H 1.5142 -0.5826 3.5819 0.0 1.6 -0.4 0.275
H 0.8393 -2.2189 -2.9698 0.3 0.7 0.6 0.274
H 0.9803 -0.4669 -3.2260 0.2 -0.7 0.9 0.263
H 1.6140 -1.2063 -1.6676 -0.3 0.1 0.1 0.294
H -2.2056 0.8161 -3.1998 0.1 -0.2 -0.7 0.352
H -3.1555 0.1549 -1.9533 -0.5 0.0 0.7 0.285
H -1.7353 1.3006 -1.6777 -0.4 0.0 0.8 0.303
H -0.0875 1.9118 3.1381 -0.2 0.1 -0.7 0.346
H -1.5312 -1.8798 -0.9131 0.1 -0.3 0.2 -0.129
```
Forces are in eV/Å.



(5)
DFT (ωB97M-V with the def2-TZVPD basis set) results for C16H33ClP2Zn as an isolated structure at a distorted geometry.

For the relative energy (zero: lowest compared OMol25 entry of this formula, charge and spin), the calculation gives 0.0 kcal/mol. The orbital gap comes out at 7.14 eV. The spin multiplicity is 1. For the highest occupied orbital energy, the calculation gives -0.246 Ha. The value obtained for the lowest unoccupied orbital energy is 0.45 eV. The calculated total energy comes out at -3551.56176 Ha.

The geometry in XYZ format:
```
53
Properties=species:S:1:pos:R:3:forces:R:3:mulliken_charge:R:1
P -1.5045 1.8762 -0.6652 -0.2 -0.5 -0.9 0.799
P -1.1473 -1.2162 -1.6193 0.2 0.2 -0.2 0.946
C -2.4735 1.2841 -2.1499 -0.2 0.7 0.1 -0.047
C -2.6545 -0.2480 -2.1676 0.1 -0.5 0.2 -0.669
H -1.9258 1.6224 -3.0468 -0.2 -0.2 0.3 0.357
H -3.4682 1.7643 -2.1809 0.5 -0.2 -0.1 -0.346
H -3.4756 -0.5630 -1.5022 0.2 0.2 -0.2 0.385
H -2.9155 -0.5805 -3.1854 -0.1 0.1 0.4 -0.118
C -0.3696 -1.5155 -3.2634 0.0 -0.1 0.2 -1.412
H 0.4984 -2.1789 -3.1380 -0.2 0.2 -0.1 0.378
H -0.0302 -0.5598 -3.6850 -0.1 -0.3 0.1 0.359
H -1.1019 -1.9761 -3.9448 0.3 0.1 0.2 0.400
C -1.7346 -2.8895 -1.1814 -0.4 -0.2 -0.1 -1.250
H -2.3606 -3.3341 -1.9676 0.1 0.1 0.2 0.367
H -2.3096 -2.8496 -0.2486 0.1 0.0 -0.2 0.366
H -0.8650 -3.5399 -1.0190 -0.2 0.2 0.0 0.391
C -0.8523 3.5517 -0.9829 -0.4 0.4 -0.3 -1.338
H -0.4116 3.9691 -0.0655 -0.2 -0.3 -0.2 0.352
H -1.6339 4.2311 -1.3489 0.2 0.0 0.1 0.399
H -0.0438 3.4827 -1.7245 -0.3 0.0 0.2 0.360
C -2.8158 2.0470 0.6050 0.1 0.1 0.1 -1.234
H -3.2039 1.0496 0.8563 0.1 0.3 -0.1 0.366
H -3.6492 2.6789 0.2567 0.3 -0.2 0.1 0.387
H -2.3824 2.4855 1.5146 -0.1 -0.2 -0.2 0.405
Zn 0.3531 0.3926 -0.3333 0.4 -0.1 0.2 0.101
C -5.4775 -0.4668 -4.6953 0.1 -0.4 -0.1 -0.132
C -4.4199 -0.2232 -5.4765 -0.5 -0.6 -0.3 -0.465
C -4.2534 0.8919 -6.4720 0.2 0.4 0.1 -0.629
C -4.9983 2.2068 -6.1477 -0.1 0.1 -0.4 -0.887
C -4.7860 2.7545 -4.7592 -0.1 0.3 0.2 -0.209
C -5.4766 2.4347 -3.6575 -0.2 0.8 -0.4 -0.584
C -6.6668 1.5222 -3.5527 0.0 -0.5 0.1 -0.628
C -6.7270 0.3690 -4.5807 -0.4 0.0 0.0 -0.916
C 0.6518 1.1369 1.4995 0.3 -0.5 0.7 -1.175
H -5.5348 -1.4123 -4.1353 0.4 0.5 -0.1 0.360
H -3.6196 -0.9693 -5.5378 -0.3 0.1 0.3 0.458
H -4.5905 0.5770 -7.4763 0.2 -0.1 0.3 0.307
H -3.1717 1.0836 -6.5670 -0.3 0.1 0.0 0.323
H -4.6565 2.9675 -6.8695 -0.1 -0.3 0.2 0.413
H -6.0691 2.0641 -6.3359 0.4 0.2 -0.1 0.320
H -4.0425 3.5632 -4.7200 -0.1 -0.5 0.3 0.349
H -5.2774 2.9842 -2.7304 0.1 -0.1 -0.3 0.637
H -7.6094 2.0889 -3.6569 0.4 0.0 0.1 0.309
H -6.6764 1.1153 -2.5277 -0.1 0.0 -0.3 0.316
H -7.5575 -0.2949 -4.2857 0.3 0.2 -0.1 0.416
H -6.9967 0.7803 -5.5609 -0.1 -0.3 0.4 0.312
H 0.7631 0.2478 2.1431 0.1 0.5 0.2 0.231
H -0.0761 1.8165 1.9640 0.1 -0.2 -0.1 0.326
H 1.6259 1.6530 1.4412 -0.3 -0.2 0.2 0.223
Cl 2.8685 -1.3543 -0.5298 0.7 -1.5 0.7 -0.264
C 2.1239 -0.0056 -1.2933 -1.4 2.1 -0.9 -0.725
H 1.9787 -0.2121 -2.3580 0.5 0.1 0.1 0.310
H 2.7441 0.8905 -1.1254 0.0 -0.5 -0.4 0.305
```
Forces are in eV/Å.



(6)
DFT (ωB97M-V with the def2-TZVPD basis set) results for one molecule with the formula C3H7NO2.

For the relative energy (zero: lowest compared OMol25 entry of this formula, charge and spin), the calculation gives 14.4 kcal/mol. The orbital gap comes out at 10.70 eV. The spin multiplicity is 1. For the highest occupied orbital energy, the calculation gives -0.360 Ha. The value obtained for the lowest unoccupied orbital energy is 0.92 eV. The calculated total energy comes out at -323.75803 Ha. As for the SMILES: CNC(=O)OC.

The geometry in XYZ format:
```
13
Properties=species:S:1:pos:R:3:forces:R:3:mulliken_charge:R:1
C -1.9967 -0.0254 -0.4540 -0.1 0.0 -0.2 -0.701
N -1.1880 -0.1621 0.7478 0.1 0.3 0.2 -0.218
C 0.1680 0.0134 0.8071 0.0 0.0 0.2 0.672
O 0.7795 0.2549 1.8296 -0.3 -0.2 -0.4 -0.613
O 0.7433 -0.1454 -0.4035 -0.1 0.0 0.1 -0.344
C 2.1649 -0.0312 -0.4368 0.3 0.0 0.0 -0.662
H -2.5645 0.9159 -0.4524 0.2 -0.2 0.0 0.256
H -2.7055 -0.8554 -0.5512 0.1 0.1 0.1 0.250
H -1.3439 -0.0305 -1.3262 -0.1 0.0 0.1 0.295
H -1.6195 0.0949 1.6236 0.0 -0.1 -0.1 0.259
H 2.5353 0.5590 0.4072 -0.1 -0.1 -0.2 0.332
H 2.4096 0.4411 -1.3900 0.0 0.0 0.2 0.226
H 2.6176 -1.0290 -0.4014 -0.1 0.2 0.0 0.248
```
Forces are in eV/Å.